# 1
{"formula": "C3H10N3O", "method": "ωB97M-V with the def2-TZVPD basis set", "symbols": ["C", "C", "C", "N", "N", "N", "O", "H", "H", "H", "H", "H", "H", "H", "H", "H", "H"], "xyz": [[1.8717, 1.0520, -0.2941], [-1.4757, 0.1966, -1.0386], [-1.5307, -0.4748, 1.0847], [1.9777, -0.1796, 0.4270], [-0.7321, 0.1706, 0.1076], [1.3418, -1.1732, -0.2242], [1.1282, -2.1757, 0.4551], [2.9711, 1.4109, -0.4464], [1.7436, 0.7960, -1.4581], [1.0946, 1.7422, -0.0536], [-1.4108, 1.2634, -1.5448], [-0.8981, -0.2789, -1.8085], [-2.5632, -0.1060, -0.9707], [-2.6745, -0.4897, 0.9207], [-1.2634, -1.5544, 1.2900], [-1.3780, -0.1336, 2.1097], [1.7976, -0.0657, 1.4442]], "forces_ev_per_angstrom": [[3.4, -0.3, -4.4], [0.1, 2.6, -2.7], [-0.1, -1.1, 1.2], [-0.2, 0.7, 0.8], [-0.9, -0.1, 2.6], [-0.9, -1.3, 0.9], [0.3, 0.6, -0.3], [-1.8, 0.5, 1.0], [-0.4, 0.2, 2.6], [-0.3, 0.3, 0.6], [-0.8, -0.7, 0.6], [-0.3, -1.4, -1.3], [0.9, 0.1, -0.4], [1.3, 0.2, 0.1], [-0.1, -0.2, -0.6], [-0.1, 0.8, 0.4], [-0.1, -0.7, -0.9]], "lowdin_charge": [-0.19, -0.35, -0.32, -0.15, -0.26, -0.16, -0.15, 0.07, 0.10, 0.03, 0.05, 0.02, 0.05, 0.06, 0.04, 0.02, 0.13], "homo_lumo_gap_ev": [5.57, 5.57], "charge": -1, "relative_energy_kj_mol": 556.0, "homo_energy_ev": [-1.28, -1.28], "fmax_ev_per_a": 5.6}

=====

# 2
{"formula": "C6H16Br2NO4P2S", "method": "ωB97M-V with the def2-TZVPD basis set", "symbols": ["C", "P", "Br", "C", "C", "N", "P", "O", "Br", "H", "H", "H", "H", "H", "H", "H", "H", "O", "S", "O", "O", "C", "C", "C", "H", "H", "H", "H", "H", "H", "H", "H"], "xyz": [[-1.8565, -2.6887, 2.3433], [-2.7969, -1.3717, 1.3148], [-3.2117, -2.3782, -0.7298], [-4.4670, -0.8150, 2.1462], [-5.6272, -1.0593, 0.9679], [-6.7382, -1.7762, 1.3872], [-1.6051, 0.4165, 0.8500], [-0.6044, -0.0671, -0.5343], [-0.2754, 1.0198, 2.6161], [-2.3611, -2.9459, 3.3805], [-1.8539, -3.7143, 1.7332], [-0.7296, -2.3566, 2.4402], [-4.4834, 0.3477, 2.3785], [-4.6533, -1.4476, 3.1156], [-5.4941, -0.6253, -0.1221], [-6.6399, -2.0415, 2.4073], [-0.0290, -0.8452, -0.2308], [3.5587, -0.6219, -1.9657], [4.1509, 0.5471, -1.3553], [3.9231, 0.8872, 0.0336], [3.8180, 1.8519, -2.2740], [2.4576, 2.1562, -2.5551], [1.7532, 2.7332, -1.3394], [5.9040, 0.5077, -1.6283], [1.9350, 1.2707, -2.9318], [2.4513, 2.9008, -3.3558], [1.6808, 1.9942, -0.5359], [0.7389, 3.0513, -1.5923], [2.3083, 3.5892, -0.9423], [6.0967, 0.2887, -2.6798], [6.3211, -0.2801, -0.9977], [6.3289, 1.4723, -1.3443]], "forces_ev_per_angstrom": [[0.4, -1.6, -0.1], [-0.2, -2.4, 1.0], [0.4, 1.0, 1.9], [-0.6, 0.7, -1.4], [-3.4, -2.7, 3.3], [4.9, 3.2, -1.7], [1.8, 1.8, -2.8], [-0.7, -1.2, 4.0], [-0.8, -1.2, -1.0], [1.1, 0.9, -2.1], [-0.1, 2.3, 1.2], [-2.4, -0.5, 0.0], [0.5, -2.4, -0.4], [0.4, 1.2, -2.1], [-0.4, -1.0, 2.5], [0.1, 0.4, -1.4], [-0.7, 1.4, -0.9], [-0.1, 0.8, 0.7], [0.4, 0.6, -0.2], [-0.2, -0.6, -1.0], [0.9, -0.9, 0.5], [-1.1, 0.2, 0.0], [0.0, -0.1, 0.4], [0.0, 0.2, -0.1], [0.2, 0.0, 0.1], [0.4, -0.2, 0.1], [0.0, 0.1, -0.1], [0.1, 0.0, -0.1], [-0.1, -0.1, -0.1], [-0.1, 0.0, 0.1], [-0.2, 0.1, 0.0], [-0.1, -0.1, 0.0]], "lowdin_charge": [-0.29, 0.42, 0.44, -0.30, -0.27, 0.07, 0.39, -0.44, 0.27, 0.09, 0.08, 0.07, 0.12, 0.11, 0.11, 0.05, 0.08, -0.29, 0.62, -0.30, -0.26, -0.27, -0.08, -0.12, 0.12, 0.13, 0.05, 0.08, 0.09, 0.08, 0.08, 0.08], "homo_lumo_gap_ev": 7.32, "charge": 1, "homo_energy_ev": -12.87, "fmax_ev_per_a": 6.1}

=====

# 3
{"formula": "C8H21N2", "method": "ωB97M-V with the def2-TZVPD basis set", "symbols": ["C", "C", "C", "C", "C", "C", "C", "C", "N", "N", "H", "H", "H", "H", "H", "H", "H", "H", "H", "H", "H", "H", "H", "H", "H", "H", "H", "H", "H", "H", "H"], "xyz": [[-2.2103, 2.0374, -0.1120], [-0.5693, -2.1253, 0.9738], [-1.3902, -1.4510, -1.2192], [2.5351, -0.4234, 0.9511], [2.2702, 0.8685, -1.1173], [-0.8797, 1.3140, -0.5772], [-1.1876, -1.0027, 0.2454], [2.0475, -0.3760, -0.4070], [-0.0726, 0.7537, 1.5087], [-0.3669, 0.2341, 0.2475], [-2.6701, 2.7338, -0.9250], [-2.8379, 1.2462, 0.1096], [-1.8465, 2.6035, 0.8376], [-0.7436, -3.0199, 0.2547], [0.5025, -2.1630, 1.0314], [-0.8034, -2.4655, 2.0410], [-1.8335, -2.5265, -1.3785], [-0.5533, -1.2709, -1.9229], [-2.1152, -0.7354, -1.7286], [1.6469, -0.1450, 1.6246], [2.8203, -1.4723, 1.3121], [3.4284, 0.2342, 0.9882], [2.0393, 1.8096, -0.4373], [1.8181, 1.1393, -2.0439], [3.3387, 1.2455, -1.3432], [-0.1585, 2.0068, -0.7596], [-0.9853, 0.9591, -1.6731], [-2.2183, -0.7389, 0.6471], [2.0255, -1.2518, -0.9730], [-0.3979, 1.7375, 1.6166], [-0.6324, 0.2444, 2.2282]], "forces_ev_per_angstrom": [[3.0, 1.9, -0.2], [0.5, -4.1, 0.8], [-2.0, 0.4, -2.1], [0.2, -1.8, 0.9], [1.0, 4.4, 1.0], [-2.8, -1.2, -3.4], [-1.4, 0.8, -0.8], [0.7, 1.7, 0.6], [-1.2, -0.2, 2.0], [0.5, 0.2, -0.8], [1.1, -1.2, 1.6], [-1.9, -1.1, 0.7], [-1.5, -0.5, -1.6], [0.1, 1.0, 1.9], [0.8, 0.7, -0.4], [-0.6, 0.9, -1.5], [1.0, 2.2, 0.6], [0.3, -0.6, 0.9], [0.3, -1.1, 0.8], [1.1, 0.6, -0.4], [-0.4, 1.4, -0.7], [-0.8, 0.0, 0.7], [0.1, -1.9, -0.8], [-0.9, -0.8, -0.8], [-0.9, -1.6, 0.6], [2.4, 2.2, 0.3], [-0.2, 0.1, 1.9], [1.1, -0.4, -0.2], [-1.0, -1.5, -0.8], [0.6, -0.9, -0.4], [0.7, 0.3, -0.6]], "lowdin_charge": [-0.03, -0.07, -0.07, -0.09, -0.10, -0.25, -0.41, -0.07, 0.07, -0.20, 0.13, 0.02, 0.10, 0.11, 0.05, 0.12, 0.13, 0.08, 0.09, 0.10, 0.12, 0.11, 0.14, 0.07, 0.15, 0.06, 0.14, 0.16, 0.11, 0.11, 0.14], "homo_lumo_gap_ev": [8.01, 8.01], "charge": 1, "relative_energy_kj_mol": 297.8, "homo_energy_ev": [-12.94, -12.94], "fmax_ev_per_a": 4.7}

=====

# 4
{"formula": "C31H30FeIN9S", "method": "ωB97M-V with the def2-TZVPD basis set", "symbols": ["Fe", "C", "C", "C", "C", "C", "C", "N", "C", "C", "C", "C", "C", "C", "N", "N", "C", "C", "C", "C", "C", "N", "H", "H", "H", "H", "H", "H", "H", "H", "H", "H", "H", "H", "H", "S", "C", "C", "C", "C", "C", "N", "H", "H", "H", "H", "I", "C", "C", "N", "N", "C", "H", "H", "H", "N", "C", "N", "C", "C", "C", "C", "C", "H", "H", "H", "H", "H", "H", "H", "H", "H", "H"], "xyz": [[-0.3305, -0.3296, -0.0290], [3.7338, -4.0409, 1.8087], [3.1953, -3.7668, 0.5594], [2.4444, -2.6255, 0.3462], [2.2000, -1.7158, 1.3858], [2.6935, -2.0435, 2.6614], [3.4694, -3.1700, 2.8576], [1.4387, -0.5905, 1.1373], [1.6098, 0.5406, 1.8545], [2.8151, 0.9402, 2.4833], [2.8678, 2.1019, 3.2180], [1.7286, 2.9073, 3.3824], [0.5638, 2.5949, 2.7285], [0.5080, 1.4616, 1.8967], [-0.5398, 1.1223, 1.1100], [-1.6861, 1.7056, 1.2830], [-2.7103, 1.0434, 0.7026], [-4.0352, 1.4875, 0.8924], [-5.0715, 0.7435, 0.3910], [-4.7923, -0.4168, -0.3379], [-3.4723, -0.7704, -0.5143], [-2.4543, -0.0870, -0.0046], [4.3238, -4.9324, 1.9754], [3.3555, -4.4629, -0.2543], [2.0311, -2.4154, -0.6315], [2.4248, -1.4219, 3.5047], [3.8516, -3.3846, 3.8480], [3.7026, 0.3337, 2.3650], [3.7954, 2.3809, 3.7004], [1.7737, 3.7836, 4.0146], [-0.3197, 3.2120, 2.8094], [-4.1944, 2.3882, 1.4671], [-6.0978, 1.0396, 0.5643], [-5.5799, -1.0321, -0.7465], [-3.2142, -1.6529, -1.0914], [-0.9968, -2.0608, 1.6154], [-0.9661, -2.7434, 0.0534], [-1.4352, -4.0464, -0.2191], [-1.4793, -4.4882, -1.5180], [-1.0661, -3.6335, -2.5481], [-0.6150, -2.3791, -2.2143], [-0.5364, -1.9516, -0.9499], [-1.7822, -4.6505, 0.6063], [-1.8389, -5.4816, -1.7512], [-1.0932, -3.9389, -3.5836], [-0.3256, -1.6562, -2.9633], [4.3972, 0.3578, -4.7042], [3.2652, 0.4902, -2.9647], [3.6219, 1.1440, -1.8107], [2.5987, 0.9697, -0.9577], [1.6115, 0.2297, -1.4697], [2.0006, -0.0574, -2.7030], [4.5137, 1.6904, -1.5625], [2.5355, 1.2581, 0.0057], [1.4014, -0.6339, -3.3823], [-0.8643, 0.9763, -1.7146], [-1.3782, 1.8398, -2.2843], [-1.9790, 2.8060, -2.9368], [-2.9012, 2.5139, -4.0276], [-4.1610, 3.3622, -3.8806], [-3.7942, 4.8431, -3.7618], [-2.8311, 5.0582, -2.5927], [-1.5844, 4.2000, -2.7790], [-3.1371, 1.4505, -4.0006], [-2.4138, 2.7399, -4.9850], [-4.7043, 3.0453, -2.9871], [-4.8018, 3.1998, -4.7489], [-4.6978, 5.4352, -3.6100], [-3.3250, 5.1818, -4.6908], [-3.3201, 4.7773, -1.6569], [-2.5414, 6.1082, -2.5281], [-0.9163, 4.2753, -1.9218], [-1.0422, 4.5272, -3.6757]], "forces_ev_per_angstrom": [[-2.0, -0.2, 2.3], [0.0, 0.0, 0.1], [0.0, -0.1, 0.0], [-0.1, 0.2, 0.0], [0.6, -0.4, -0.1], [-0.2, 0.1, -0.2], [0.0, -0.1, 0.0], [-0.1, 1.5, 0.1], [-0.4, -1.1, -0.8], [0.4, 0.6, 0.7], [0.1, -0.7, -0.2], [-0.6, 0.3, 0.1], [0.2, 0.2, 0.1], [0.6, 0.4, 0.0], [-0.9, 0.0, 0.5], [1.1, 0.7, 0.7], [-0.9, -1.0, -0.9], [0.5, 0.1, 0.2], [-0.1, -0.3, -0.2], [-0.1, 0.2, 0.2], [0.1, -0.2, -0.2], [0.3, 0.8, 0.1], [0.0, 0.0, 0.0], [0.0, 0.0, -0.1], [0.0, 0.0, 0.0], [0.1, 0.0, 0.0], [0.0, 0.0, 0.0], [0.0, -0.1, 0.0], [0.1, 0.1, -0.1], [0.0, 0.0, 0.0], [0.0, 0.1, 0.0], [0.0, 0.0, 0.0], [0.0, 0.1, 0.0], [0.0, 0.0, 0.0], [0.0, 0.0, 0.1], [0.1, 0.5, -0.3], [-0.3, -1.1, 0.0], [0.0, 0.0, -0.3], [0.1, 0.1, 0.1], [0.0, 0.0, -0.1], [0.0, 0.0, 0.0], [-0.2, -1.4, -0.3], [0.0, 0.0, 0.0], [0.0, 0.0, 0.0], [0.0, 0.0, 0.0], [0.0, 0.0, -0.1], [-0.2, 0.0, 0.3], [0.3, 0.1, -0.3], [0.1, 0.0, -0.1], [0.1, -0.1, -0.2], [0.9, 0.1, -0.7], [0.2, 0.1, 0.0], [0.0, 0.1, 0.1], [0.1, 0.0, 0.0], [-0.1, -0.1, 0.0], [0.1, 0.5, -0.6], [0.2, -0.3, 0.0], [-0.2, 0.1, -0.1], [-0.3, -0.1, 0.0], [0.2, 0.1, -0.1], [-0.1, -0.1, 0.2], [0.1, 0.0, -0.2], [0.0, 0.2, 0.2], [0.0, 0.0, 0.0], [0.0, 0.0, 0.0], [0.0, 0.0, 0.0], [0.0, 0.0, 0.0], [0.0, 0.0, -0.1], [0.0, 0.0, 0.0], [0.0, 0.0, 0.0], [0.0, 0.0, 0.1], [0.0, 0.0, 0.0], [0.0, 0.0, 0.0]], "lowdin_charge": [0.34, -0.11, -0.09, -0.03, -0.31, -0.05, -0.09, -0.03, -0.27, -0.05, -0.08, -0.10, -0.02, -0.20, -0.05, 0.10, -0.34, -0.01, -0.08, -0.06, -0.12, 0.02, 0.09, 0.10, 0.09, 0.11, 0.10, 0.11, 0.10, 0.10, 0.10, 0.11, 0.10, 0.10, 0.11, 0.78, -0.75, -0.09, -0.08, -0.08, -0.14, -0.08, 0.10, 0.10, 0.10, 0.09, 0.82, -0.76, -0.15, 0.03, 0.00, -0.20, 0.12, 0.12, 0.09, 0.19, -0.18, -0.09, -0.14, -0.18, -0.20, -0.18, -0.14, 0.13, 0.13, 0.12, 0.11, 0.11, 0.11, 0.12, 0.11, 0.13, 0.13], "homo_lumo_gap_ev": [5.58, 5.45], "relative_energy_kj_mol": 262.9, "homo_energy_ev": [-6.35, -6.28], "fmax_ev_per_a": 3.0}